# 1
Computed, not measured: a molecular structure, C34H59BGeN6ReS3Sb, with ωB97M-V with the def2-TZVPD basis set.

Output
highest occupied orbital energy (spin up / spin down) = -16.49 / -16.51 eV
energy above the lowest of the compared OMol25 structures with the same formula, charge and spin = 0.000 eV
electronic energy = -143499.257 eV
net charge = +3
LUMO energy (spin up / spin down) = -10.61 / -10.29 eV
orbital gap (spin up / spin down) = 5.88 / 6.22 eV
2S+1 = 2

Element x y z (Å)
Re (0.50, -2.56, 0.17)
C (-1.11, -0.72, -4.49)
C (-1.31, -0.16, -3.12)
C (-2.19, 0.86, -2.84)
C (-2.37, 1.34, -1.53)
N (-1.64, 0.87, -0.54)
N (-0.75, -0.07, -0.81)
B (0.31, -0.36, 0.30)
N (-0.14, 0.18, 1.66)
N (-0.02, 1.49, 1.86)
C (-0.50, 2.00, 2.97)
C (-1.15, 1.17, 3.92)
C (-1.26, -0.18, 3.73)
C (-1.91, -1.11, 4.71)
C (-0.69, -0.66, 2.53)
S (-0.57, -2.38, 2.21)
C (-0.34, 3.48, 3.23)
C (0.58, 3.65, 4.45)
C (0.28, 4.17, 2.02)
C (-1.71, 4.10, 3.52)
N (1.63, 0.33, -0.19)
N (1.51, 1.49, -0.82)
C (2.61, 2.09, -1.24)
C (3.88, 1.55, -0.94)
C (4.00, 0.34, -0.31)
C (5.32, -0.32, -0.02)
C (2.79, -0.29, 0.02)
S (2.68, -1.94, 0.60)
C (2.41, 3.35, -2.07)
C (1.80, 4.44, -1.17)
C (3.73, 3.86, -2.66)
C (1.43, 3.03, -3.21)
C (-0.59, -0.65, -2.01)
S (0.56, -1.95, -2.13)
C (-3.33, 2.47, -1.20)
C (-4.61, 2.36, -2.04)
C (-2.59, 3.78, -1.55)
C (-3.69, 2.47, 0.28)
H (-1.84, -0.32, -5.19)
H (-1.18, -1.81, -4.49)
H (-0.11, -0.47, -4.85)
H (-2.77, 1.29, -3.65)
H (-1.56, 1.61, 4.81)
H (-2.30, -0.56, 5.56)
H (-1.20, -1.85, 5.08)
H (-2.73, -1.65, 4.24)
H (1.56, 3.21, 4.28)
H (0.15, 3.21, 5.35)
H (0.72, 4.71, 4.65)
H (1.27, 3.76, 1.78)
H (0.39, 5.24, 2.23)
H (-0.35, 4.06, 1.14)
H (-2.19, 3.67, 4.40)
H (-2.39, 3.98, 2.67)
H (-1.59, 5.17, 3.70)
H (4.77, 2.08, -1.25)
H (6.14, 0.31, -0.35)
H (5.39, -1.28, -0.53)
H (5.43, -0.50, 1.05)
H (2.47, 4.68, -0.33)
H (0.84, 4.11, -0.76)
H (1.65, 5.35, -1.75)
H (4.43, 4.17, -1.88)
H (3.53, 4.72, -3.28)
H (4.21, 3.10, -3.29)
H (0.47, 2.70, -2.81)
H (1.83, 2.25, -3.86)
H (1.27, 3.92, -3.81)
H (-4.43, 2.53, -3.11)
H (-5.32, 3.11, -1.71)
H (-5.08, 1.38, -1.92)
H (-2.31, 3.81, -2.60)
H (-1.69, 3.89, -0.94)
H (-3.25, 4.63, -1.35)
H (-4.22, 1.55, 0.56)
H (-4.36, 3.31, 0.49)
H (-2.81, 2.57, 0.91)
C (-3.63, -1.96, -0.43)
Sb (-2.11, -3.42, -0.57)
C (-2.82, -4.96, 0.71)
C (-2.31, -4.18, -2.54)
H (-4.59, -2.46, -0.49)
H (-3.54, -1.25, -1.26)
H (-3.56, -1.42, 0.52)
H (-3.70, -5.41, 0.25)
H (-3.09, -4.53, 1.67)
H (-2.06, -5.72, 0.85)
H (-2.99, -5.03, -2.52)
H (-1.35, -4.50, -2.92)
H (-2.73, -3.41, -3.18)
C (3.02, -5.07, -1.46)
Ge (2.69, -5.41, 0.42)
C (4.13, -4.96, 1.65)
C (1.98, -7.20, 0.71)
C (0.99, -4.35, 1.05)
H (3.95, -5.58, -1.74)
H (3.14, -4.01, -1.70)
H (2.22, -5.49, -2.08)
H (5.06, -5.36, 1.24)
H (3.94, -5.44, 2.61)
H (4.26, -3.89, 1.80)
H (2.77, -7.91, 0.50)
H (1.14, -7.41, 0.05)
H (1.67, -7.34, 1.75)
H (0.94, -4.61, 2.11)
H (0.18, -4.90, 0.52)

=====

# 2
Computed, not measured: a molecular structure, C27H29FN6O7RuS at a distorted geometry, with ωB97M-V with the def2-TZVPD basis set.

Output
highest occupied orbital energy (spin up / spin down) = -8.41 / -8.41 eV
energy above the lowest of the compared OMol25 structures with the same formula, charge and spin = 2.174 eV
electronic energy = -67868.627 eV
net charge = +1
LUMO energy (spin up / spin down) = -4.67 / -4.09 eV
orbital gap (spin up / spin down) = 3.74 / 4.32 eV
2S+1 = 2

Element x y z (Å)
Ru (-0.07, -0.52, 0.49)
O (7.03, 0.07, -0.27)
C (6.55, -0.03, 0.83)
O (6.86, -0.26, 1.96)
C (4.89, 0.21, 0.73)
C (4.30, 0.38, -0.52)
C (2.92, 0.45, -0.57)
N (2.17, 0.32, 0.52)
C (2.75, 0.18, 1.70)
C (4.13, 0.14, 1.87)
C (1.78, 0.00, 2.91)
O (2.09, 0.45, 3.98)
O (0.75, -0.66, 2.58)
H (4.92, 0.45, -1.40)
H (2.38, 0.60, -1.51)
H (4.56, 0.05, 2.86)
C (-4.22, 6.09, 1.16)
C (-4.06, 5.50, -0.23)
N (-2.98, 4.53, -0.28)
C (-3.29, 3.22, -0.15)
C (-2.40, 2.19, -0.16)
C (-2.99, 0.78, -0.02)
O (-4.17, 0.64, -0.28)
O (-2.20, -0.13, 0.38)
C (-1.00, 2.46, -0.32)
O (-0.10, 1.62, -0.47)
C (-0.67, 3.89, -0.37)
C (0.68, 4.27, -0.44)
C (1.04, 5.59, -0.46)
F (2.36, 5.90, -0.49)
C (0.09, 6.62, -0.44)
C (-1.25, 6.24, -0.40)
C (-1.65, 4.90, -0.34)
N (0.41, 7.98, -0.52)
C (1.75, 8.45, -0.86)
C (1.64, 9.94, -1.23)
N (0.26, 10.18, -1.73)
C (-0.70, 10.12, -0.59)
C (-0.27, 8.95, 0.31)
H (-4.99, 6.86, 1.17)
H (-3.28, 6.53, 1.50)
H (-4.50, 5.31, 1.87)
H (-3.90, 6.28, -0.98)
H (-4.98, 4.98, -0.51)
H (-4.34, 2.98, -0.06)
H (1.43, 3.50, -0.45)
H (-2.00, 7.01, -0.41)
H (2.13, 7.87, -1.71)
H (2.46, 8.35, -0.03)
H (2.37, 10.20, -1.99)
H (1.80, 10.59, -0.36)
H (0.03, 9.41, -2.37)
H (0.18, 11.07, -2.22)
H (-1.70, 9.96, -1.00)
H (-0.68, 11.07, -0.05)
H (-1.14, 8.49, 0.78)
H (0.39, 9.30, 1.12)
S (0.58, -2.20, -1.23)
C (0.15, -3.74, -0.65)
N (-0.04, -3.97, 0.64)
C (-0.37, -5.27, 1.18)
C (0.11, -6.37, 0.24)
C (-0.34, -6.08, -1.19)
N (0.05, -4.73, -1.54)
H (-0.02, -3.16, 1.28)
H (-1.46, -5.34, 1.32)
H (0.11, -5.38, 2.15)
H (-0.30, -7.33, 0.56)
H (1.20, -6.44, 0.26)
H (-1.43, -6.19, -1.28)
H (0.14, -6.76, -1.90)
H (0.24, -4.49, -2.50)

=====

# 3
Computed, not measured: a single C6H6 molecule, with ωB97M-V with the def2-TZVPD basis set.

Output
highest occupied orbital energy = -9.36 eV
energy above the lowest of the compared OMol25 structures with the same formula, charge and spin = 4.823 eV
electronic energy = -6314.378 eV
LUMO energy = 1.03 eV
orbital gap = 10.38 eV

Element x y z (Å)
C (-1.29, 1.27, -0.78)
C (0.97, 0.09, -0.03)
C (-0.40, 0.58, 0.17)
C (-1.59, 0.74, 0.64)
C (1.24, -1.28, 0.40)
C (1.48, -2.43, 0.68)
H (-1.57, 0.69, -1.68)
H (-1.10, 2.32, -1.01)
H (1.07, 0.19, -1.12)
H (1.67, 0.80, 0.42)
H (-2.26, 0.49, 1.45)
H (1.70, -3.44, 0.92)

=====

# 4
Computed, not measured: a molecular structure, C6H14, with ωB97M-V with the def2-TZVPD basis set.

Output
highest occupied orbital energy = -6.90 eV
energy above the lowest of the compared OMol25 structures with the same formula, charge and spin = 5.026 eV
electronic energy = -6444.382 eV
LUMO energy = 1.11 eV
orbital gap = 8.01 eV

Element x y z (Å)
C (-0.73, 2.23, -1.19)
C (0.32, 1.33, -0.60)
C (0.03, 0.06, -0.01)
C (-1.30, -0.58, -0.28)
C (1.22, -0.85, 0.24)
C (0.98, -2.05, 1.15)
H (-1.52, 2.50, -0.46)
H (-0.27, 3.17, -1.51)
H (-1.24, 1.80, -2.06)
H (1.36, 1.62, -0.65)
H (0.03, 1.12, 0.77)
H (-0.33, 0.37, 1.67)
H (-1.53, -1.35, 0.46)
H (-2.11, 0.15, -0.30)
H (-1.23, -1.05, -1.28)
H (2.04, -0.24, 0.63)
H (1.53, -1.19, -0.75)
H (0.28, -2.76, 0.71)
H (1.92, -2.57, 1.33)
H (0.57, -1.73, 2.12)

=====

# 5
Computed, not measured: a molecular structure, C9H7FeN3O3 at a distorted geometry, with ωB97M-V with the def2-TZVPD basis set.

Output
highest occupied orbital energy (spin up / spin down) = -6.06 / -8.49 eV
energy above the lowest of the compared OMol25 structures with the same formula, charge and spin = 0.000 eV
electronic energy = -54438.348 eV
LUMO energy (spin up / spin down) = 0.56 / -3.06 eV
orbital gap (spin up / spin down) = 6.62 / 5.43 eV
2S+1 = 5

Element x y z (Å)
O (1.53, -2.22, 0.82)
C (1.10, -1.16, 0.59)
Fe (0.79, 0.51, 0.19)
C (2.00, 1.07, 1.42)
O (2.96, 1.23, 2.05)
C (2.01, 0.51, -1.09)
O (2.98, 0.40, -1.72)
C (-1.01, 0.35, 1.43)
C (-1.67, -0.37, 0.31)
C (-0.83, -0.08, -0.89)
C (-0.64, 1.29, -1.18)
C (-0.64, 2.20, -0.12)
C (-0.69, 1.70, 1.20)
H (-0.95, -0.05, 2.43)
H (-1.81, -1.44, 0.51)
H (-2.69, 0.05, 0.18)
H (-0.72, -0.84, -1.66)
H (-0.42, 1.61, -2.20)
H (-0.47, 3.27, -0.30)
H (-0.49, 2.37, 2.03)
N (-2.34, -1.38, 3.06)
N (-2.47, -1.86, 4.14)
N (-2.59, -2.32, 5.23)

=====

# 6
Computed, not measured: a molecular structure, C28H44Cl3CoN4O3SeSi at a distorted geometry, with ωB97M-V with the def2-TZVPD basis set.

Output
highest occupied orbital energy (spin up / spin down) = -6.95 / -8.25 eV
energy above the lowest of the compared OMol25 structures with the same formula, charge and spin = 5.077 eV
electronic energy = -190270.345 eV
LUMO energy (spin up / spin down) = -0.77 / -1.16 eV
orbital gap (spin up / spin down) = 6.18 / 7.09 eV
2S+1 = 5

Element x y z (Å)
C (3.65, -3.09, -4.71)
C (2.86, -2.11, -5.51)
H (2.95, -3.74, -4.17)
H (4.34, -2.61, -4.00)
H (4.22, -3.76, -5.37)
C (2.27, -2.47, -6.67)
C (2.24, -3.90, -7.10)
H (1.82, -1.71, -7.33)
H (1.69, -4.48, -6.34)
H (3.24, -4.36, -7.22)
H (1.70, -4.00, -8.04)
Co (1.32, -0.33, -2.23)
Cl (2.25, 1.58, -1.83)
Cl (0.91, -1.43, -0.39)
C (-1.41, 3.76, 1.23)
O (-2.57, 3.32, 1.11)
N (-1.04, 4.95, 0.71)
C (-2.04, 5.66, -0.05)
C (0.35, 5.39, 0.66)
H (-0.59, 3.22, 1.75)
H (-3.02, 5.47, 0.39)
H (-2.08, 5.31, -1.09)
H (-1.81, 6.72, -0.03)
H (0.88, 5.04, 1.56)
H (0.37, 6.48, 0.62)
H (0.89, 4.99, -0.22)
H (0.60, -3.85, 1.40)
H (-1.17, -3.13, -0.33)
C (-0.16, -4.55, 1.76)
C (-1.94, -3.70, 0.20)
N (-1.48, -3.99, 1.54)
H (-0.04, -4.67, 2.84)
C (-2.26, -3.73, 2.62)
O (-3.33, -3.11, 2.63)
H (-2.87, -3.12, 0.25)
H (-1.78, -4.16, 3.53)
H (-0.06, -5.51, 1.27)
H (-2.12, -4.62, -0.37)
O (2.26, -1.19, -3.51)
C (2.67, -0.79, -4.76)
C (0.45, -0.13, -5.84)
C (1.71, 0.23, -5.35)
H (0.12, -1.17, -5.84)
C (-0.38, 0.84, -6.41)
H (3.66, -0.31, -4.64)
C (2.11, 1.58, -5.39)
H (-1.37, 0.55, -6.75)
C (0.00, 2.18, -6.47)
C (1.24, 2.54, -5.93)
H (3.09, 1.86, -4.99)
H (-0.68, 2.94, -6.90)
H (1.55, 3.58, -5.90)
Si (-0.65, 0.87, -0.96)
Cl (-0.08, -0.81, 2.67)
C (-1.41, -0.15, -2.32)
C (-0.78, 2.56, -1.88)
C (-1.31, 0.61, 0.70)
H (-1.12, 0.27, -3.30)
H (-2.49, -0.05, -2.20)
H (-1.12, -1.21, -2.22)
H (-1.47, -0.46, 0.81)
H (-2.18, 1.17, 1.05)
H (-0.44, 0.97, 1.27)
H (-0.60, 2.45, -2.97)
H (0.00, 3.24, -1.51)
H (-1.80, 2.97, -1.72)
C (-2.88, -0.75, 6.74)
N (-1.60, -0.07, 6.58)
C (-1.22, 0.53, 5.41)
Se (-2.04, 0.20, 3.80)
N (0.01, 1.10, 5.67)
C (0.49, 0.68, 6.93)
C (1.73, 0.75, 7.55)
C (1.85, 0.17, 8.82)
C (0.81, -0.60, 9.36)
C (-0.39, -0.79, 8.67)
C (-0.54, -0.07, 7.49)
H (-3.68, -0.15, 6.28)
H (-3.04, -0.91, 7.81)
H (-2.87, -1.73, 6.24)
H (0.51, 1.65, 4.97)
H (2.57, 1.26, 7.09)
H (2.75, 0.29, 9.42)
H (0.95, -1.04, 10.35)
H (-1.19, -1.43, 9.01)

=====

# 7
Computed, not measured: a single C2H2N2O molecule at a distorted geometry, with ωB97M-V with the def2-TZVPD basis set.

Output
highest occupied orbital energy = -9.88 eV
energy above the lowest of the compared OMol25 structures with the same formula, charge and spin = 4.487 eV
electronic energy = -7129.356 eV
LUMO energy = 0.32 eV
orbital gap = 10.21 eV

Element x y z (Å)
C (0.33, 0.02, -0.16)
C (0.30, 0.85, 0.71)
N (0.25, -0.92, -1.12)
N (1.07, -1.35, -2.08)
O (2.17, -0.85, -2.21)
H (0.35, 1.56, 1.48)
H (-0.64, -1.42, -1.15)

=====

# 8
Computed, not measured: a single C6H8 molecule at a distorted geometry, with ωB97M-V with the def2-TZVPD basis set.

Output
highest occupied orbital energy = -9.21 eV
energy above the lowest of the compared OMol25 structures with the same formula, charge and spin = 3.003 eV
electronic energy = -6347.781 eV
LUMO energy = 0.96 eV
orbital gap = 10.18 eV

Element x y z (Å)
C (0.12, 0.98, -0.09)
C (1.11, 0.31, 0.07)
C (-1.31, 1.17, 0.10)
C (-1.18, -1.34, 0.04)
C (-1.86, -0.22, -0.11)
C (2.48, -0.10, -0.01)
H (-1.58, 1.54, 1.10)
H (-1.86, 2.00, -0.54)
H (-1.53, -2.36, -0.01)
H (-0.17, -1.27, 0.28)
H (-2.80, -0.40, -0.48)
H (2.46, -1.13, -0.07)
H (3.16, 0.50, 0.69)
H (2.96, 0.33, -0.97)